Molecular formula: C39H67F6Ge2N10O2PSbSi3Ti
Method: DFT, ωB97M-V/def2-TZVPD

Computed properties:
* total charge: +3
* energy above the lowest of the compared OMol25 structures with the same formula, charge and spin: 445.05 kJ/mol
* maximum force: 2.6 eV/Å
* HOMO-LUMO gap (alpha / beta): 4.81 / 4.81 eV
* highest occupied orbital energy (alpha / beta): -14.72 / -14.72 eV

Cartesian coordinates (Å):
Ti 0.215 0.130 -0.631
C -0.388 4.786 -3.505
N 0.058 3.868 -2.470
C 0.553 4.245 -1.257
C 0.799 3.105 -0.557
N 0.488 2.029 -1.348
C 0.009 2.528 -2.498
P -0.847 1.542 -3.774
C 0.400 0.206 -3.775
N 0.819 -0.428 -2.679
C 1.696 -1.386 -3.109
C 1.802 -1.328 -4.465
N 0.981 -0.319 -4.873
C 0.843 0.141 -6.248
C -1.961 0.627 -2.637
N -1.580 -0.165 -1.631
C -2.726 -0.626 -1.039
C -3.798 -0.139 -1.718
N -3.303 0.647 -2.717
C -4.130 1.433 -3.619
H -1.026 5.548 -3.064
H -0.955 4.244 -4.256
H 0.466 5.269 -3.976
H 0.680 5.277 -0.982
H 1.103 3.002 0.467
H 2.203 -2.048 -2.430
H 2.379 -1.918 -5.157
H 1.152 -0.655 -6.920
H 1.479 1.008 -6.423
H -0.190 0.407 -6.459
H -2.707 -1.248 -0.161
H -4.853 -0.253 -1.542
H -4.960 0.828 -3.976
H -3.543 1.774 -4.467
H -4.527 2.297 -3.087
N 0.062 2.032 2.533
C 0.815 0.930 3.084
C 0.315 0.385 4.451
C 1.398 -0.178 5.382
C 2.268 0.880 6.090
N 3.533 1.168 5.408
C 4.639 0.439 5.516
N 5.746 0.796 4.865
N 4.641 -0.682 6.238
C 0.854 -0.211 2.072
O 1.695 -1.095 2.161
O -0.056 -0.245 1.117
H 0.139 2.862 3.110
H -0.928 1.821 2.456
H 1.845 1.272 3.188
H -0.431 -0.396 4.273
H -0.200 1.207 4.952
H 2.046 -0.854 4.821
H 0.891 -0.759 6.154
H 2.493 0.556 7.107
H 1.727 1.821 6.180
H 3.574 2.000 4.841
H 5.781 1.610 4.274
H 6.602 0.281 4.981
H 3.869 -0.918 6.837
H 5.501 -1.180 6.400
F -1.590 1.633 0.263
Sb -2.936 3.130 0.481
F -4.281 1.859 0.089
F -2.999 2.522 2.269
F -4.100 4.564 0.303
F -1.497 4.263 0.948
F -2.588 3.276 -1.422
C -3.064 -3.775 -0.978
Si -1.256 -3.692 -1.533
C -1.179 -3.019 -3.294
C -0.599 -5.461 -1.596
Ge 0.704 -2.504 -0.074
Si 0.165 -3.691 2.334
C 1.209 -3.420 3.879
C 0.188 -5.533 1.955
C -1.570 -2.947 2.454
Si 2.933 -3.999 -0.165
C 3.711 -3.677 1.521
C 3.999 -3.416 -1.604
C 2.638 -5.838 -0.469
H -3.395 -4.811 -1.082
H -3.695 -3.160 -1.618
H -3.253 -3.483 0.054
H -1.907 -3.580 -3.887
H -0.198 -3.177 -3.738
H -1.430 -1.962 -3.362
H -1.029 -5.948 -2.474
H -0.905 -6.043 -0.728
H 0.485 -5.514 -1.689
H 2.082 -2.801 3.686
H 1.550 -4.384 4.258
H 0.619 -2.944 4.664
H 1.189 -5.943 2.083
H -0.165 -5.770 0.954
H -0.468 -6.039 2.670
H -1.611 -1.914 2.107
H -1.919 -2.967 3.489
H -2.268 -3.540 1.861
H 3.447 -2.682 1.880
H 4.798 -3.740 1.436
H 3.391 -4.418 2.255
H 4.199 -2.347 -1.614
H 3.579 -3.707 -2.568
H 4.960 -3.929 -1.506
H 1.798 -6.275 0.066
H 3.539 -6.368 -0.147
H 2.513 -6.045 -1.532
Ge 2.847 0.197 -0.402
C 4.031 0.253 -2.003
C 3.708 0.926 -3.179
C 4.632 1.063 -4.205
C 5.906 0.531 -4.066
C 6.254 -0.120 -2.891
C 5.323 -0.253 -1.871
C 3.548 1.907 0.380
C 3.859 2.040 1.731
C 4.293 3.257 2.245
C 4.446 4.355 1.413
C 4.200 4.218 0.054
C 3.752 3.008 -0.451
H 3.693 -0.763 0.483
H 2.724 1.374 -3.294
H 4.365 1.591 -5.112
H 6.632 0.636 -4.861
H 7.251 -0.522 -2.769
H 5.608 -0.742 -0.944
H 3.771 1.160 2.363
H 4.513 3.387 3.303
H 4.770 5.305 1.815
H 4.353 5.061 -0.607
H 3.574 2.914 -1.515